1.
Formula: C3H4OS
Source: the Open Molecules 2025 dataset
Level of theory: ωB97M-V/def2-TZVPD

The geometry in XYZ format:
```
9
C3H4OS (ωB97M-V/def2-TZVPD)
C 0.103 -0.466 0.378
C 1.085 -1.028 -0.134
C 0.127 1.123 0.417
O -0.504 1.098 3.149
S 0.581 0.974 2.211
H -0.921 -0.879 0.765
H 1.986 -0.592 -0.454
H 0.949 1.553 -0.108
H -0.800 1.478 0.196
```

## Properties
E_LUMO (alpha / beta): -0.66 / -0.70 eV
energy relative to the best compared isomer or geometry (same formula, charge and spin): 4.996 eV

=====

2.
Formula: C20H19N5O3S2
Source: the Open Molecules 2025 dataset
Level of theory: ωB97M-V/def2-TZVPD

The geometry in XYZ format:
```
49
C20H19N5O3S2 (ωB97M-V/def2-TZVPD)
C -8.907 -1.010 1.229
O -8.215 0.207 1.111
C -6.913 0.178 0.707
C -6.278 1.416 0.591
C -4.963 1.505 0.195
C -4.237 0.352 -0.108
N -2.892 0.425 -0.505
C -2.032 -0.740 -0.431
C -0.612 -0.194 -0.621
C 0.249 -1.135 -1.422
O -0.159 -2.083 -2.047
N 1.604 -0.852 -1.467
C 2.330 0.106 -0.829
N 1.905 0.961 0.035
N 2.838 1.773 0.502
C 4.010 1.577 0.014
S 5.357 2.562 0.450
C 6.752 1.663 -0.343
C 6.971 0.309 0.248
C 7.092 0.130 1.622
C 7.287 -1.146 2.120
C 7.348 -2.201 1.220
N 7.237 -2.042 -0.087
C 7.055 -0.824 -0.558
S 4.062 0.250 -1.164
C -0.838 1.123 -1.373
C -2.280 1.506 -1.059
O -2.772 2.583 -1.296
C -4.870 -0.881 0.007
C -6.192 -0.971 0.410
H -8.962 -1.537 0.270
H -8.447 -1.665 1.977
H -9.913 -0.748 1.552
H -6.843 2.305 0.823
H -4.494 2.469 0.106
H -2.260 -1.451 -1.235
H -2.155 -1.241 0.532
H -0.130 0.014 0.336
H 2.128 -1.483 -2.063
H 6.560 1.611 -1.415
H 7.608 2.315 -0.161
H 7.021 0.981 2.285
H 7.385 -1.318 3.180
H 7.490 -3.219 1.556
H 6.974 -0.745 -1.635
H -0.753 0.996 -2.454
H -0.157 1.912 -1.061
H -4.345 -1.794 -0.227
H -6.643 -1.948 0.484
```

## Properties
E_LUMO: 0.07 eV
energy relative to the best compared isomer or geometry (same formula, charge and spin): 1.450 eV

=====

3.
Formula: C6H14O
Source: the Open Molecules 2025 dataset
Level of theory: ωB97M-V/def2-TZVPD

The geometry in XYZ format:
```
21
C6H14O (ωB97M-V/def2-TZVPD)
C -3.466 -0.098 -0.463
C -2.261 -0.396 0.424
C -0.946 -0.173 -0.319
C 0.279 -0.288 0.583
C 1.565 0.025 -0.161
O 2.620 0.121 0.763
C 3.806 0.584 0.175
H -4.411 -0.237 0.071
H -3.476 -0.743 -1.349
H -3.427 0.941 -0.812
H -2.287 0.254 1.310
H -2.302 -1.429 0.800
H -0.872 -0.891 -1.150
H -0.965 0.827 -0.779
H 0.333 -1.292 1.024
H 0.195 0.420 1.418
H 1.777 -0.746 -0.924
H 1.446 0.985 -0.696
H 4.221 -0.144 -0.541
H 4.527 0.746 0.980
H 3.642 1.536 -0.355
```

## Properties
E_LUMO: 1.14 eV
energy relative to the best compared isomer or geometry (same formula, charge and spin): 0.722 eV

=====

4.
Formula: C40H35AsBrGaN8O2
Source: the Open Molecules 2025 dataset
Level of theory: ωB97M-V/def2-TZVPD

The geometry in XYZ format:
```
88
C40H35AsBrGaN8O2 (ωB97M-V/def2-TZVPD)
Ga -0.412 1.308 0.225
C -0.675 4.575 -0.053
N -0.080 3.530 -0.879
C 1.343 3.678 -1.124
C 2.070 2.914 -0.068
N 1.508 1.990 0.692
C 2.544 1.442 1.473
C 2.566 0.429 2.426
C 3.780 0.119 3.005
C 4.956 0.797 2.668
C 4.954 1.810 1.731
C 3.733 2.107 1.143
N 3.380 3.033 0.173
C -1.881 3.954 0.561
N -1.971 2.650 0.709
C -3.246 2.395 1.217
C -3.916 1.198 1.470
C -5.186 1.285 2.005
C -5.793 2.521 2.261
C -5.164 3.712 1.960
C -3.885 3.623 1.427
N -2.983 4.584 0.989
H 0.032 4.858 0.732
H -0.942 5.475 -0.613
H -0.578 3.447 -1.756
H 1.594 3.245 -2.094
H 1.664 4.723 -1.132
H 1.670 -0.079 2.729
H 3.820 -0.672 3.743
H 5.883 0.521 3.152
H 5.857 2.344 1.470
H 4.009 3.669 -0.292
H -3.476 0.249 1.188
H -5.738 0.379 2.214
H -6.788 2.541 2.685
H -5.656 4.664 2.113
H -3.151 5.578 0.959
N -0.165 1.379 3.532
N -0.910 0.780 2.471
H -0.681 1.341 4.403
H 0.015 2.348 3.307
H -1.905 0.962 2.571
H -0.785 -0.223 2.553
Br 0.156 -0.930 -6.920
C -1.011 -0.860 -5.436
C -2.264 -1.465 -5.490
N -3.122 -1.415 -4.480
C -2.769 -0.787 -3.371
C -1.522 -0.186 -3.214
C -0.625 -0.216 -4.278
C -1.141 0.443 -1.937
O -1.924 0.428 -0.941
O -0.008 1.009 -1.797
H -2.583 -2.002 -6.376
H -3.504 -0.756 -2.574
H 0.349 0.247 -4.193
C 2.091 -4.018 3.723
C 0.759 -3.626 3.729
C 0.276 -2.812 2.717
C 1.122 -2.390 1.697
C 2.457 -2.777 1.695
C 2.937 -3.594 2.708
As 0.409 -1.288 0.253
C -0.729 -2.567 -0.643
C -2.005 -2.967 -0.289
C -2.635 -3.956 -1.031
C -1.979 -4.540 -2.107
C -0.702 -4.135 -2.463
C -0.066 -3.133 -1.741
C 1.270 -2.574 -2.026
C 2.086 -2.905 -3.102
C 3.298 -2.254 -3.280
C 3.714 -1.271 -2.391
C 2.909 -0.931 -1.312
C 1.699 -1.582 -1.139
H 2.465 -4.667 4.504
H 0.098 -3.966 4.515
H -0.775 -2.534 2.706
H 3.118 -2.454 0.902
H 3.973 -3.906 2.701
H -2.513 -2.511 0.554
H -3.633 -4.282 -0.769
H -2.469 -5.324 -2.670
H -0.205 -4.606 -3.303
H 1.776 -3.661 -3.813
H 3.922 -2.511 -4.125
H 4.666 -0.778 -2.534
H 3.224 -0.171 -0.603
```

## Properties
E_LUMO: -4.67 eV
net charge: +2
energy relative to the best compared isomer or geometry (same formula, charge and spin): 0.160 eV

=====

The following maximum force values (in eV/A) correspond, in order, to the records above: 5.97 1.78 0.31 0.65.